Entry 1:
Formula: C16H23N2
Source: OMol25
Level of theory: ωB97M-V/def2-TZVPD

Values from the calculation:
E_LUMO, eV: -4.9
Net charge: +1
Frontier orbital gap, eV: 6.7
HOMO energy, hartree: -0.426
ΔE to the lowest compared entry with this formula, charge and spin, kcal per mole: 13.8

Each line ends with the Löwdin charge.
Atoms and positions in Å:
C -2.232 1.694 0.073  -0.158
C -2.758 0.749 -0.981  -0.209
N -2.070 -0.535 -1.006  0.070
C -1.638 -0.978 0.121  -0.282
C -0.964 -2.319 0.366  -0.073
C -0.770 -2.379 1.878  -0.132
C -1.247 -1.046 2.446  -0.135
N -1.739 -0.327 1.298  -0.062
C -2.192 1.030 1.432  -0.144
H -1.224 2.009 -0.213  0.124
H -2.859 2.585 0.131  0.124
H -3.842 0.604 -0.811  0.132
H -2.645 1.187 -1.981  0.103
H -1.588 -3.129 -0.022  0.110
H -0.011 -2.378 -0.171  0.114
H -1.351 -3.202 2.293  0.115
H 0.281 -2.534 2.128  0.116
H -2.024 -1.175 3.208  0.131
H -0.422 -0.492 2.907  0.128
H -1.512 1.559 2.109  0.133
H -3.193 1.051 1.891  0.136
C -1.896 -0.728 -3.794  -0.040
C -2.022 -1.998 -3.036  -0.170
C -3.372 -2.590 -2.861  -0.025
C -0.861 -2.784 -2.791  -0.209
C -0.962 -4.154 -2.388  -0.012
C 0.174 -4.934 -2.215  -0.046
C 1.446 -4.387 -2.418  -0.025
C 1.573 -3.041 -2.786  -0.047
C 0.451 -2.238 -2.944  0.006
H -1.413 0.029 -3.161  0.083
H -1.299 -0.841 -4.714  0.115
H -2.890 -0.356 -4.068  0.100
H -3.451 -3.229 -1.970  0.091
H -4.119 -1.794 -2.765  0.098
H -3.652 -3.210 -3.732  0.129
H -1.951 -4.605 -2.259  0.119
H 0.051 -5.986 -1.953  0.120
H 2.334 -5.000 -2.256  0.123
H 2.559 -2.615 -2.983  0.120
H 0.557 -1.182 -3.216  0.127



Entry 2:
Formula: C7H12NaO4
Source: OMol25
Level of theory: ωB97M-V/def2-TZVPD

Values from the calculation:
E_LUMO, eV: 1.5
Net charge: -1
Frontier orbital gap, eV: 5.6
HOMO energy, hartree: -0.151
ΔE to the lowest compared entry with this formula, charge and spin, kcal per mole: 0.0

Each line ends with the Löwdin charge.
Atoms and positions in Å:
C -2.994 -0.874 -1.016  -0.226
C -2.662 -1.544 0.275  -0.392
O -1.475 -2.428 0.118  -0.207
Na -0.898 -1.762 -1.945  0.506
H -2.989 0.224 -0.941  -0.010
H -1.219 -2.790 0.971  0.066
H -3.952 -1.211 -1.442  -0.024
H -3.462 -2.199 0.663  0.085
H -2.389 -0.830 1.072  0.093
O 0.758 4.164 2.579  -0.058
C 1.480 3.212 2.225  -0.813
O 2.593 2.864 2.663  -0.059
O 0.917 2.441 1.214  -0.049
C 1.632 1.305 0.763  -0.229
C 0.794 0.601 -0.297  -0.177
C 1.455 -0.665 -0.757  -0.202
C 1.842 -0.919 -2.014  -0.031
H 1.835 0.624 1.605  0.125
H 2.602 1.608 0.341  0.128
H 0.623 1.276 -1.148  0.125
H -0.190 0.355 0.136  0.115
H 1.658 -1.415 0.017  0.115
H 2.331 -1.861 -2.274  0.052
H 1.714 -0.177 -2.809  0.065



Entry 3:
Formula: C21H21BF12N3O2Rh
Source: OMol25
Level of theory: ωB97M-V/def2-TZVPD

Values from the calculation:
E_LUMO (spin up / spin down), eV: 0.4 / -2.1
Multiplicity: 5
Frontier orbital gap (spin up / spin down), eV: 7.3 / 5.2
Expectation value of S²: 6.028
HOMO energy (spin up / spin down), hartree: -0.252 / -0.271
ΔE to the lowest compared entry with this formula, charge and spin, kcal per mole: 0.0

Each line ends with the Löwdin spin population.
Atoms and positions in Å:
Rh -0.332 0.100 -0.241  2.292
C -2.203 -1.561 -2.643  0.007
N -1.792 -1.727 -1.251  0.099
C -0.997 -2.944 -1.096  0.020
C -0.158 -2.905 0.176  0.036
N 0.683 -1.719 0.176  0.439
C 2.037 -1.802 0.054  0.032
C 2.755 -2.787 -0.655  0.062
F 2.110 -3.769 -1.312  0.016
C 4.127 -2.742 -0.791  -0.008
F 4.761 -3.678 -1.503  -0.007
C 4.851 -1.706 -0.220  0.067
F 6.177 -1.656 -0.358  0.021
C 4.182 -0.718 0.486  -0.011
F 4.874 0.277 1.049  -0.008
C 2.811 -0.771 0.615  0.066
F 2.215 0.183 1.339  0.024
C -2.971 -1.701 -0.373  0.005
C -3.272 -0.268 0.050  0.017
N -2.169 0.276 0.820  0.150
C -2.075 -0.001 2.152  0.017
C -2.922 -0.777 2.969  0.022
F -3.999 -1.419 2.456  0.005
C -2.715 -0.955 4.328  -0.002
F -3.571 -1.711 5.026  -0.002
C -1.636 -0.383 4.968  0.021
F -1.432 -0.562 6.278  0.006
C -0.765 0.379 4.207  -0.003
F 0.292 0.962 4.787  -0.002
C -0.988 0.548 2.861  0.022
F -0.094 1.298 2.179  0.027
H -2.803 -2.419 -2.978  0.002
H -1.332 -1.455 -3.280  0.001
H -2.808 -0.662 -2.745  0.002
H -0.327 -3.022 -1.952  0.000
H -1.632 -3.843 -1.086  0.003
H 0.403 -3.833 0.280  0.002
H -0.810 -2.817 1.051  0.009
H -2.760 -2.281 0.526  0.000
H -3.828 -2.175 -0.871  0.002
H -4.229 -0.213 0.570  0.003
H -3.371 0.347 -0.850  0.003
C 2.060 3.528 0.953  0.001
O 1.203 2.930 0.002  0.025
C 0.312 3.853 -0.566  0.004
C -0.597 3.131 -1.523  0.043
O 0.093 2.381 -2.527  0.053
C 1.066 3.120 -3.275  0.006
H 1.488 3.949 1.786  0.000
H 2.658 4.321 0.491  0.000
H 2.718 2.749 1.328  0.000
H 0.862 4.662 -1.069  0.001
H -0.328 4.319 0.197  0.000
H -1.242 3.859 -2.025  0.001
H -1.217 2.405 -0.993  0.029
H 0.628 4.069 -3.587  0.002
H 1.312 2.521 -4.147  0.001
H 1.959 3.285 -2.673  0.001
F 0.271 0.129 -3.409  0.042
B 0.555 0.642 -2.184  0.249
F 1.910 0.762 -1.977  0.080



Entry 4:
Formula: C7H4BrClN2O2
Source: OMol25
Level of theory: ωB97M-V/def2-TZVPD

Values from the calculation:
E_LUMO (spin up / spin down), eV: -1.0 / -1.0
SMILES: N#C/C(Br)=C\C=C/C(Cl)=C=[N+]([O-])O
Frontier orbital gap (spin up / spin down), eV: 8.1 / 8.1
HOMO energy (spin up / spin down), hartree: -0.335 / -0.335
ΔE to the lowest compared entry with this formula, charge and spin, kcal per mole: 0.5

Each line ends with the Löwdin charge.
Atoms and positions in Å:
N 0.078 -1.249 -3.553  0.185
C 0.601 -1.052 -2.573  -0.308
C 1.268 -0.864 -1.345  -0.738
Br 2.338 -2.267 -0.823  0.835
C 1.077 0.259 -0.627  -0.159
C 0.339 1.455 -1.021  -0.045
C -0.648 2.019 -0.275  -0.087
C -0.981 1.303 0.928  -0.660
Cl -1.997 2.235 1.966  0.732
C -0.537 0.129 1.192  -0.048
N -0.556 -1.000 1.809  -0.309
O 0.342 -1.244 2.634  -0.005
O -1.372 -2.046 1.496  0.078
H 1.430 0.415 0.364  0.115
H 0.814 1.867 -1.926  0.133
H -1.251 2.883 -0.289  0.077
H -0.946 -2.844 2.042  0.204



Entry 5:
Formula: C30H49AlN4O3PS3
Source: OMol25
Level of theory: ωB97M-V/def2-TZVPD

Values from the calculation:
E_LUMO, eV: -2.1
Net charge: +1
Frontier orbital gap, eV: 8.1
HOMO energy, hartree: -0.375
ΔE to the lowest compared entry with this formula, charge and spin, kcal per mole: 40.6

Each line ends with the Löwdin charge.
Atoms and positions in Å:
Al 0.180 -0.075 0.834  -0.194
O 2.906 -2.252 2.348  0.123
C 2.534 -1.178 1.953  -0.502
O 1.243 -0.829 1.949  -0.085
C 3.429 -0.089 1.471  -0.152
C 4.580 0.198 2.198  -0.012
C 5.358 1.297 1.878  -0.070
C 5.003 2.099 0.803  -0.070
C 3.892 1.787 0.036  -0.106
C 3.095 0.693 0.361  -0.527
S 1.741 0.351 -0.743  0.794
H 4.839 -0.446 3.029  0.124
H 6.235 1.529 2.466  0.107
H 5.586 2.978 0.561  0.109
H 3.619 2.395 -0.816  0.100
C -2.176 -0.128 -3.834  0.010
C -1.528 1.156 -3.477  -0.329
N -1.280 2.118 -4.286  0.133
N -0.705 3.079 -3.522  0.024
C -0.570 2.747 -2.226  -0.829
S 0.058 3.727 -1.055  0.607
N -1.122 1.481 -2.184  -0.049
N -1.217 0.544 -1.140  0.087
H -2.550 -0.043 -4.850  0.098
H -3.002 -0.356 -3.158  0.080
H -1.458 -0.952 -3.800  0.082
H -0.374 3.932 -3.938  0.156
H -2.181 0.493 -0.820  0.066
H -0.959 -0.344 -1.565  0.057
C -0.503 2.071 4.160  -0.205
S -0.409 2.598 2.434  1.015
C -2.056 3.320 2.376  -0.212
O -0.605 1.230 1.741  -0.478
H -0.469 2.959 4.790  0.073
H 0.368 1.449 4.357  0.067
H -1.415 1.503 4.333  0.065
H -2.053 4.189 3.035  0.076
H -2.787 2.583 2.702  0.063
H -2.251 3.645 1.360  0.049
C -0.540 -1.619 4.586  -0.196
C 0.077 -2.921 4.069  -0.165
C -0.906 -3.690 3.172  -0.166
C -1.998 -2.850 2.494  -0.374
C -2.746 -1.947 3.514  -0.183
C -2.023 -1.843 4.859  -0.185
P -1.555 -1.916 0.940  1.178
C -0.936 -3.288 -0.157  -0.404
C -1.407 -3.202 -1.622  -0.192
C -0.463 -3.947 -2.584  -0.182
C 0.221 -5.107 -1.869  -0.193
C 1.170 -4.561 -0.798  -0.163
C 0.598 -3.316 -0.097  -0.216
C -3.252 -1.508 0.254  -0.401
C -3.816 -0.145 0.757  -0.206
C -5.237 -0.264 1.308  -0.194
C -6.162 -0.889 0.261  -0.172
C -5.570 -2.186 -0.337  -0.167
C -4.295 -2.621 0.390  -0.202
H -0.440 -0.847 3.816  0.072
H -0.010 -1.279 5.477  0.119
H 0.336 -3.562 4.914  0.121
H 0.998 -2.703 3.536  0.077
H -1.449 -4.415 3.784  0.123
H -0.362 -4.276 2.429  0.104
H -2.704 -3.576 2.085  0.098
H -3.759 -2.326 3.668  0.116
H -2.833 -0.933 3.116  0.083
H -2.153 -2.762 5.437  0.120
H -2.458 -1.030 5.443  0.110
H -1.311 -4.217 0.285  0.122
H -1.469 -2.158 -1.952  0.058
H -2.406 -3.633 -1.705  0.113
H 0.305 -3.270 -2.969  0.118
H -1.038 -4.306 -3.439  0.114
H 0.779 -5.718 -2.579  0.115
H -0.542 -5.748 -1.419  0.115
H 2.122 -4.290 -1.257  0.119
H 1.380 -5.341 -0.065  0.115
H 0.979 -2.408 -0.576  0.069
H 0.946 -3.292 0.938  0.090
H -3.075 -1.417 -0.823  0.075
H -3.878 0.565 -0.078  0.111
H -3.151 0.291 1.505  0.070
H -5.602 0.732 1.563  0.117
H -5.250 -0.853 2.226  0.105
H -6.338 -0.162 -0.535  0.111
H -7.128 -1.097 0.721  0.112
H -5.335 -2.045 -1.396  0.111
H -6.302 -2.993 -0.290  0.114
H -3.920 -3.541 -0.064  0.111
H -4.535 -2.832 1.432  0.106



Entry 6:
Formula: C2H8NO4
Source: OMol25
Level of theory: ωB97M-V/def2-TZVPD

Values from the calculation:
E_LUMO, eV: 0.7
Net charge: -1
Frontier orbital gap, eV: 4.0
HOMO energy, hartree: -0.120
ΔE to the lowest compared entry with this formula, charge and spin, kcal per mole: 168.7

Each line ends with the Löwdin charge.
Atoms and positions in Å:
O 0.712 -1.090 -0.669  -0.067
C 0.746 0.317 -0.272  -0.419
O -0.601 0.794 -0.493  -0.011
C 1.100 0.584 1.107  0.099
N 0.274 0.269 2.173  0.067
H 1.363 0.714 -1.086  0.145
H 1.956 1.233 1.214  0.123
H -0.730 0.529 2.096  -0.108
H 0.431 -0.693 2.434  0.120
H 0.346 -1.183 -1.597  0.018
H -0.492 -1.479 -3.849  -0.162
O 0.283 -1.666 -3.302  -0.549
H -2.768 0.754 1.666  -0.001
H -1.077 0.868 0.413  0.034
O -1.844 0.987 1.800  -0.289



Copy entry 6 word for word.
Formula: C2H8NO4
Source: OMol25
Level of theory: ωB97M-V/def2-TZVPD

Values from the calculation:
E_LUMO, eV: 0.7
Net charge: -1
Frontier orbital gap, eV: 4.0
HOMO energy, hartree: -0.120
ΔE to the lowest compared entry with this formula, charge and spin, kcal per mole: 168.7

Each line ends with the Löwdin charge.
Atoms and positions in Å:
O 0.712 -1.090 -0.669  -0.067
C 0.746 0.317 -0.272  -0.419
O -0.601 0.794 -0.493  -0.011
C 1.100 0.584 1.107  0.099
N 0.274 0.269 2.173  0.067
H 1.363 0.714 -1.086  0.145
H 1.956 1.233 1.214  0.123
H -0.730 0.529 2.096  -0.108
H 0.431 -0.693 2.434  0.120
H 0.346 -1.183 -1.597  0.018
H -0.492 -1.479 -3.849  -0.162
O 0.283 -1.666 -3.302  -0.549
H -2.768 0.754 1.666  -0.001
H -1.077 0.868 0.413  0.034
O -1.844 0.987 1.800  -0.289